Record 1
DFT (ωB97M-V/def2-TZVPD) results for a cluster of 2 separate species, C3H10N2O2 in total in a non-equilibrium geometry.

LUMO level = 0.6 eV
E = -380.28163 a.u.
HOMO-LUMO gap = 10.3 eV
HOMO level = -9.786 eV
ΔE to the lowest compared entry with this formula, charge and spin = 144.5 kJ/mol
SMILES string = CC(=O)NCN.O
net charge = 0

Each line ends with the Mulliken charge.
Atoms and positions in Å:
C (1.35902, -1.45121, 0.88598)  -1.078
C (0.46947, -0.31897, 0.38179)  0.621
O (0.95746, 0.69836, -0.13445)  -0.659
N (-0.84834, -0.62755, 0.43600)  -0.187
C (-1.76701, 0.39774, -0.02484)  -0.386
N (-2.85269, -0.28273, -0.88569)  -0.639
H (2.38497, -1.06921, 1.04166)  0.303
H (0.97982, -1.91901, 1.82543)  0.330
H (1.44523, -2.32611, 0.17411)  0.251
H (-1.08004, -1.23838, 1.23394)  0.284
H (-2.35708, 0.80670, 0.85275)  0.288
H (-1.18396, 1.17437, -0.67028)  0.323
H (-3.03520, -1.17611, -0.63786)  0.228
H (-2.49735, -0.34961, -1.90992)  0.251
O (2.69946, 2.96513, -0.93914)  -0.642
H (3.36094, 2.35231, -1.02582)  0.265
H (1.96530, 2.36429, -0.60367)  0.447


Record 2
DFT (ωB97M-V/def2-TZVPD) results for a cluster of 5 separate species, C19H43NO13PS in total in a non-equilibrium geometry.

LUMO level = -3.8 eV
E = -2521.93772 a.u.
HOMO-LUMO gap = 7.9 eV
HOMO level = -11.682 eV
net charge = +1

Each line ends with the Mulliken charge.
Atoms and positions in Å:
C (-0.49371, 0.47078, -5.72810)  -0.698
C (-1.45960, 0.19456, -6.86000)  -0.416
O (-2.84929, 0.18931, -6.44362)  -0.241
C (-3.51608, 1.37681, -6.47220)  -0.513
N (-4.96286, 1.04903, -6.81759)  -0.353
P (-5.81490, -0.25652, -5.81328)  0.234
S (-5.42157, -2.06647, -6.19343)  -0.188
H (-0.05720, 1.46047, -5.79526)  0.350
H (0.30274, -0.26249, -5.72108)  0.128
H (-1.03364, 0.39232, -4.78985)  0.164
H (-1.30555, -0.79905, -7.26230)  0.298
H (-1.34025, 0.89826, -7.68028)  0.418
H (-3.54264, 1.89967, -5.51289)  0.354
H (-3.15798, 2.06287, -7.24029)  0.402
H (-5.49490, 1.91977, -6.71578)  0.407
H (-5.02462, 0.76713, -7.79961)  0.391
H (-7.09658, 0.17477, -6.11632)  0.131
H (-5.55860, 0.22966, -4.53257)  0.131
C (1.88077, -0.76409, 0.85843)  -1.205
C (0.77358, -1.66743, 1.33991)  -0.091
O (-0.50376, -1.34124, 0.74189)  -0.307
C (-0.70174, -1.75942, -0.49924)  0.707
O (0.05222, -2.39596, -1.19014)  -0.575
O (-1.92909, -1.35432, -0.86651)  -0.310
C (-2.33079, -1.73214, -2.18076)  -0.441
H (1.62054, 0.28133, 1.02686)  0.307
H (2.79904, -0.98227, 1.40062)  0.393
H (2.07346, -0.90571, -0.20022)  0.308
H (0.60592, -1.53577, 2.40674)  0.264
H (0.99232, -2.71737, 1.15458)  0.351
H (-2.25410, -2.80660, -2.32734)  0.341
H (-1.72796, -1.22174, -2.93099)  0.090
H (-3.36948, -1.42324, -2.26269)  0.186
C (8.12021, -0.19644, -3.62315)  -1.087
C (7.17604, 0.84306, -4.18118)  -0.172
O (6.05885, 0.24656, -4.87292)  -0.376
C (5.09664, -0.23731, -4.09815)  0.784
O (5.04312, -0.18384, -2.89459)  -0.563
O (4.15980, -0.78197, -4.88554)  -0.336
C (3.07537, -1.38971, -4.18025)  -0.613
H (8.45317, -0.86924, -4.41336)  0.297
H (8.99270, 0.29201, -3.19140)  0.352
H (7.63757, -0.78704, -2.84690)  0.313
H (7.66766, 1.44625, -4.94017)  0.286
H (6.80222, 1.50652, -3.40327)  0.316
H (2.62768, -0.69140, -3.47839)  0.270
H (3.40640, -2.28127, -3.65222)  0.336
H (2.34886, -1.67247, -4.93687)  0.179
C (-3.74340, -0.44484, 2.78082)  -1.238
C (-2.49962, -1.07895, 3.36078)  0.177
O (-2.23132, -0.62391, 4.69995)  -0.281
C (-2.99304, -1.16206, 5.65780)  0.651
O (-3.85140, -1.99193, 5.49913)  -0.600
O (-2.61841, -0.63260, 6.82068)  -0.226
C (-3.36433, -1.08215, 7.95988)  -0.732
H (-3.67054, 0.64208, 2.83081)  0.339
H (-3.85100, -0.74276, 1.73774)  0.284
H (-4.63251, -0.75533, 3.32647)  0.377
H (-1.62911, -0.77864, 2.79004)  -0.070
H (-2.56181, -2.16646, 3.35095)  0.369
H (-3.35917, -2.16696, 8.01872)  0.343
H (-4.38904, -0.72171, 7.90579)  0.301
H (-2.86383, -0.65504, 8.82204)  0.226
C (1.02341, -0.19751, 6.99728)  -1.276
C (0.48866, 0.75669, 5.95272)  0.327
O (0.36123, 2.09697, 6.46555)  -0.367
C (1.49395, 2.78758, 6.55704)  0.754
O (2.58859, 2.41879, 6.20721)  -0.562
O (1.21282, 3.98235, 7.08277)  -0.354
C (2.34884, 4.83049, 7.28120)  -0.650
H (0.39478, -0.16688, 7.88743)  0.289
H (1.02165, -1.21487, 6.60517)  0.336
H (2.04160, 0.05915, 7.28483)  0.428
H (-0.51340, 0.46652, 5.66310)  0.014
H (1.12112, 0.76763, 5.06438)  0.320
H (2.91247, 4.94343, 6.35899)  0.301
H (2.99566, 4.42447, 8.05611)  0.293
H (1.94718, 5.78779, 7.59622)  0.225


Record 3
DFT (ωB97M-V/def2-TZVPD) results for a structure of composition C4H6F2N2 in a non-equilibrium geometry.

LUMO level = -0.1 eV
E = -465.07542 a.u.
HOMO-LUMO gap = 9.7 eV
HOMO level = -9.829 eV
ΔE to the lowest compared entry with this formula, charge and spin = 462.3 kJ/mol
net charge = 0

Each line ends with the Mulliken charge.
Atoms and positions in Å:
C (-0.26467, -1.07979, -1.36939)  -0.776
C (-1.35397, -0.53306, -0.53730)  -0.133
C (0.73746, 1.32414, 0.46442)  -0.223
C (0.96080, 0.39108, 1.56411)  0.349
H (-0.74754, -1.47930, -2.66027)  0.269
H (0.24098, 0.06465, -1.53768)  0.352
H (0.32176, -2.00642, -0.90484)  0.216
H (-2.31461, -0.82148, -0.41404)  0.520
H (1.58826, 1.88079, 0.17364)  0.407
H (1.84885, 0.64649, 2.06558)  0.265
N (-1.38944, 0.67613, -0.21369)  -0.327
N (-0.24717, 1.35041, -0.41310)  -0.379
F (-0.19191, 0.52168, 2.42178)  -0.294
F (0.81119, -0.93531, 1.36079)  -0.243


Record 4
DFT (ωB97M-V/def2-TZVPD) results for a cluster of 2 separate species, H6N3O2P in total in a non-equilibrium geometry.

<S²> = 2.01
LUMO level (alpha / beta) = 0.8 / -1.2 eV
E = -659.60868 a.u.
HOMO-LUMO gap (alpha / beta) = 7.7 / 9.2 eV
2S+1 = 3
HOMO level (alpha / beta) = -6.938 / -10.400 eV
net charge = 0

Each line ends with the Mulliken spin population.
Atoms and positions in Å:
N (-0.70226, -1.43087, 1.85306)  0.850
N (0.82021, 1.42026, -0.86996)  0.018
N (0.47851, -1.54934, 2.08166)  0.894
O (-1.81919, 1.21257, -0.95202)  -0.002
O (-0.40416, -0.83351, -0.94625)  0.008
P (-0.55919, 0.46591, -0.42071)  0.001
H (-0.60536, 0.49157, 0.97475)  0.006
H (-1.14105, -1.96681, 1.00670)  0.122
H (1.48866, 0.73487, -1.17445)  0.000
H (1.13136, 2.02739, -0.08531)  -0.003
H (1.06646, -2.16799, 1.52957)  0.104
H (-2.08008, 0.83754, -1.83172)  0.000


Record 5
DFT (ωB97M-V/def2-TZVPD) results for a cluster of 33 separate species, H66O33 in total in a non-equilibrium geometry.

LUMO level = -1.3 eV
E = -2522.54318 a.u.
HOMO-LUMO gap = 6.6 eV
HOMO level = -7.882 eV
ΔE to the lowest compared entry with this formula, charge and spin = 414.0 kJ/mol
net charge = 0

Each line ends with the Mulliken charge.
Atoms and positions in Å:
O (0.46204, 3.68095, 1.56607)  -0.557
H (0.50375, 4.29453, 2.29956)  0.275
H (0.70081, 2.83564, 1.94643)  0.323
O (-5.42060, 0.75634, 0.76120)  -0.523
H (-6.10768, 1.04340, 1.36266)  0.274
H (-5.83524, 0.07645, 0.23011)  0.224
O (0.96828, 3.54244, -3.85826)  -0.614
H (1.09743, 3.23998, -4.75718)  0.208
H (1.76235, 3.27155, -3.39749)  0.475
O (-3.00345, -2.67499, -2.89600)  -0.558
H (-2.57867, -1.92857, -3.31868)  0.298
H (-3.64511, -2.28240, -2.30408)  0.395
O (-0.55598, -4.16371, -2.40662)  -0.659
H (-0.08705, -3.77903, -3.14713)  0.283
H (-1.43473, -4.33833, -2.74359)  0.226
O (5.13128, -1.50404, -2.03801)  -0.600
H (4.27817, -1.61081, -2.45876)  0.370
H (5.70376, -1.18232, -2.73443)  0.242
O (2.53230, -2.28471, 2.23683)  -0.526
H (2.85815, -2.84487, 1.53236)  0.369
H (3.01848, -1.46624, 2.13700)  0.196
O (-1.71308, -1.99242, 2.05508)  -0.011
H (-1.93105, -1.17785, 1.60208)  0.031
H (-1.13398, -2.45592, 1.45007)  0.217
O (3.25724, -3.65797, -0.05530)  -0.658
H (3.22391, -3.92371, -0.97427)  0.283
H (4.10837, -3.23057, 0.04021)  0.319
O (-4.92451, -1.28158, -1.59591)  -0.632
H (-5.44035, -1.09421, -2.38014)  0.275
H (-5.53921, -1.71162, -1.00141)  0.292
O (0.39125, -2.96773, 3.99383)  -0.622
H (1.24186, -2.82980, 3.57709)  0.450
H (-0.24226, -2.61595, 3.36841)  0.268
O (-1.65110, 2.85838, -2.58088)  -0.550
H (-1.72997, 3.43110, -1.81798)  0.213
H (-0.85804, 3.15826, -3.02512)  0.326
O (0.64246, 4.97009, -0.90685)  -0.603
H (1.37633, 4.90746, -1.51821)  0.279
H (0.88084, 4.38801, -0.18533)  0.374
O (3.42643, 2.56413, -3.44563)  -0.676
H (4.34694, 2.41481, -3.22980)  0.286
H (3.30045, 2.11656, -4.28232)  0.260
O (4.50667, 1.00434, 1.77032)  -0.708
H (4.93114, 0.17851, 1.53782)  0.291
H (3.73104, 1.04140, 1.21062)  0.358
O (-2.73316, -0.19988, 0.25596)  -0.231
H (-3.55541, 0.22976, 0.49167)  -0.001
H (-2.80757, -0.36093, -0.68465)  0.040
O (-2.40808, 0.20816, -3.07137)  -0.472
H (-2.08807, 1.10068, -2.94010)  0.218
H (-2.82389, 0.22665, -3.93334)  0.265
O (-2.03998, 1.33793, 3.62277)  -0.625
H (-1.64589, 1.73823, 4.39780)  0.258
H (-1.30460, 1.19256, 3.02752)  0.390
O (0.36369, -1.01344, -3.05096)  -0.721
H (-0.57097, -0.86429, -3.19380)  0.272
H (0.51949, -0.71812, -2.15388)  0.432
O (-0.48467, -5.25889, 1.89532)  -0.627
H (0.40183, -5.06503, 1.59075)  0.294
H (-1.05441, -4.93335, 1.19843)  0.394
O (3.46131, 3.88861, 0.33694)  -0.515
H (3.45817, 4.60657, 0.97000)  0.266
H (3.59906, 4.31506, -0.50887)  0.235
O (0.38727, 0.95542, 2.40047)  -0.356
H (0.63762, 0.27525, 1.77523)  -0.072
H (1.14596, 1.04183, 2.97766)  0.270
O (-2.95604, -2.44617, 4.15795)  -0.728
H (-2.28056, -2.23768, 3.51259)  0.342
H (-3.63207, -1.78256, 4.02071)  0.332
O (5.07906, -1.64161, 0.64879)  -0.725
H (5.94076, -1.86206, 1.00248)  0.307
H (5.25403, -1.35245, -0.24675)  0.358
O (-0.21201, -3.11504, 0.15965)  0.076
H (0.03598, -2.22623, -0.09479)  -0.107
H (-0.39661, -3.55894, -0.66807)  0.192
O (-2.45786, 4.20086, 1.81364)  -0.628
H (-1.98252, 4.82179, 1.26163)  0.305
H (-1.80721, 3.89427, 2.44521)  0.292
O (-4.14816, -0.07972, 3.27684)  -0.587
H (-4.81371, 0.42986, 2.81467)  0.240
H (-3.46670, 0.55644, 3.49396)  0.381
O (2.57934, 1.16466, -0.22826)  -0.099
H (2.82270, 1.42698, -1.11606)  0.038
H (2.63781, 1.97070, 0.28468)  0.147
O (2.80723, 1.93001, 3.62496)  -0.530
H (2.98250, 2.62589, 4.25842)  0.253
H (3.59713, 1.89186, 3.08567)  0.333
O (-2.74799, -4.52668, 0.05262)  -0.697
H (-2.71777, -3.57327, 0.13218)  0.211
H (-2.40108, -4.70569, -0.82136)  0.315
O (-3.88045, 4.10361, -0.69178)  -0.647
H (-3.62786, 3.96235, 0.22062)  0.434
H (-3.22409, 4.71215, -1.03105)  0.251
O (0.14930, -0.37451, -0.24975)  -0.332
H (-0.76520, -0.10002, -0.18213)  0.272
H (0.64601, 0.44373, -0.25076)  0.073
O (2.86747, -1.63932, -3.75481)  -0.665
H (3.17644, -0.93113, -4.31982)  0.267
H (1.93497, -1.46032, -3.63381)  0.425


Record 6
DFT (ωB97M-V/def2-TZVPD) results for a cluster of 2 separate species, C3H6N4S in total in a non-equilibrium geometry.

LUMO level = 0.0 eV
E = -734.99231 a.u.
HOMO-LUMO gap = 8.3 eV
HOMO level = -8.378 eV
ΔE to the lowest compared entry with this formula, charge and spin = 403.0 kJ/mol
SMILES string = [S-][n+]1nnc[nH]1.C=C
net charge = 0

Each line ends with the Mulliken charge.
Atoms and positions in Å:
S (1.03361, -0.60788, -2.38777)  -0.306
N (0.98817, 0.87269, -1.75912)  0.469
N (1.80849, 1.45495, -0.93167)  -0.382
N (1.38766, 2.66659, -0.67164)  -0.271
C (0.28804, 2.88169, -1.33384)  -0.039
N (-0.01864, 1.77186, -2.04986)  -0.139
H (-0.29131, 3.77814, -1.31162)  0.420
H (-0.78004, 1.52993, -2.66418)  0.250
C (-1.24120, -2.75659, 1.97337)  -0.445
C (-0.23281, -2.02434, 2.39822)  -0.441
H (-1.51743, -2.79438, 0.93247)  0.227
H (-1.83663, -3.35543, 2.64208)  0.220
H (0.36333, -1.42930, 1.72603)  0.222
H (0.04875, -1.98792, 3.43753)  0.217